The following is a quantum chemistry calculation of a single C6H4S molecule, from the OMol25 dataset.

Structure (ORCA input):
```
! wB97M-V def2-TZVPD RIJCOSX def2/J DEFGRID3
* xyz 0 1
C -3.09 -0.83 0.04
C -1.93 -0.56 -0.06
C -0.59 -0.27 -0.41
S 0.01 1.46 -0.02
C 0.58 -0.23 0.51
C 1.94 -0.66 0.17
C 3.07 -0.83 -0.18
H -4.07 -1.13 0.27
H -0.36 -0.54 -1.42
H 0.29 -0.40 1.52
H 4.04 -1.01 -0.46
*
```

energy relative to the best compared isomer or geometry (same formula, charge and spin) = 118.9 kJ/mol
strongest force on any atom = 1.90 eV/Å
SMILES = C#C[C@H]1S[C@@H]1C#C
LUMO level = 0.02150 Ha
highest occupied orbital energy = -9.25 eV